Here is a structure of composition C33H49AlCl3N2O3PSi at a distorted geometry from the Open Molecules 2025 dataset. Energies are from the ωB97M-V functional and the def2-TZVPD basis.

XYZ file:
```
93
Properties=species:S:1:pos:R:3:mulliken_charge:R:1
C -3.8846 -0.7646 -3.5064 -1.70
C -2.5332 -0.2553 -3.8935 0.26
H -4.5697 -0.7221 -4.3638 0.50
H -4.3147 -0.1523 -2.7002 0.18
H -3.8257 -1.8045 -3.1521 0.32
C -2.3292 0.6063 -4.9017 0.47
C -3.4098 1.1429 -5.7755 -1.76
H -1.3300 0.9746 -5.1282 0.41
H -4.3225 1.4039 -5.2175 0.39
H -3.7040 0.4593 -6.5869 0.32
H -3.0281 2.0544 -6.2530 0.39
Al -0.6915 -0.2428 -0.1748 -1.09
Cl -0.7718 -2.4365 -0.1402 -0.38
Cl -0.6630 -0.1303 2.2120 -0.03
C 2.0482 -0.9082 -0.8443 -0.63
O 1.1603 -0.0897 -0.4254 0.50
N 3.2803 -0.5035 -1.1115 0.66
C 3.6827 0.8918 -0.9149 -0.87
C 4.2611 -1.3728 -1.7539 -0.98
H 1.8084 -1.9631 -0.9998 0.38
H 2.8572 1.4729 -0.4983 0.00
H 3.9915 1.3229 -1.8781 0.35
H 4.5395 0.9108 -0.2288 0.37
H 3.8563 -2.3861 -1.8217 0.29
H 5.1870 -1.3707 -1.1646 0.34
H 4.4857 -1.0038 -2.7645 0.31
H -3.0360 2.3214 -2.1480 0.05
H -0.8356 3.7035 -3.5647 0.28
C -2.6568 3.0108 -1.3762 -0.65
C -0.7820 4.1495 -2.5577 -0.91
N -1.2079 3.1948 -1.5398 0.40
H -2.8785 2.6040 -0.3859 0.04
C -0.3190 2.5262 -0.8113 0.06
O -0.6655 1.6630 0.0572 -0.22
H 0.2557 4.4418 -2.3565 0.30
H 0.7426 2.7557 -1.0131 0.16
H -3.1273 3.9927 -1.5063 0.55
H -1.4377 5.0280 -2.5228 0.36
O -1.5670 0.0133 -1.7752 0.90
C -1.4123 -0.6833 -2.9670 0.06
C 0.5100 0.8260 -3.5342 1.08
C -0.0181 -0.4565 -3.5210 -0.40
H -0.1127 1.6329 -3.1264 0.19
C 1.7738 1.0391 -4.0856 -1.08
H -1.5523 -1.7512 -2.7572 0.52
C 0.7319 -1.5520 -3.9292 -0.53
H 2.1730 2.0562 -4.0852 0.45
C 2.4793 -0.0368 -4.6345 -0.90
C 1.9680 -1.3372 -4.5384 -0.77
H 0.2903 -2.5403 -3.7772 0.46
H 3.4464 0.1489 -5.1162 0.44
H 2.5275 -2.1897 -4.9288 0.43
Si -4.4689 -0.4968 1.9842 0.32
Cl -3.2320 -0.0031 0.2709 0.08
C -4.3707 0.9923 3.1059 -0.89
C -3.7525 -2.1013 2.5855 -0.72
C -6.2680 -0.7109 1.5420 -1.08
H -3.9561 1.8522 2.5582 0.23
H -3.7639 0.8219 4.0051 0.22
H -5.3915 1.2588 3.4298 0.37
H -6.7085 0.2241 1.1745 0.28
H -6.8245 -1.0037 2.4466 0.31
H -6.4136 -1.4838 0.7795 0.30
H -2.8742 -2.3981 2.0036 0.12
H -4.5200 -2.8758 2.4710 0.42
H -3.4804 -2.0614 3.6455 0.21
C 1.2667 -2.4985 2.9925 -1.12
P 1.0323 -0.7797 3.4370 0.52
C 0.2731 -0.3725 5.0012 0.19
C 0.6571 0.7856 5.7127 -0.53
C -0.2329 1.3519 6.6269 -0.51
C -1.4510 0.7246 6.9028 -0.60
C -1.7668 -0.5006 6.3015 -0.43
C -0.9025 -1.0669 5.3701 -0.48
C 2.3913 0.2418 2.9063 0.21
C 3.6795 -0.3372 2.9370 -0.42
C 4.8117 0.4663 2.8159 -0.54
C 4.6715 1.8409 2.5987 -0.61
C 3.4008 2.3900 2.4042 -0.64
C 2.2649 1.5923 2.5222 -0.21
H 0.2929 -3.0072 2.9845 0.34
H 1.9465 -3.0273 3.6832 0.41
H 1.6836 -2.5556 1.9750 0.28
H 1.6243 1.2481 5.5050 0.45
H 0.0173 2.2934 7.1176 0.39
H -2.1501 1.1714 7.6103 0.35
H -2.6942 -1.0184 6.5513 0.40
H -1.1568 -2.0121 4.8862 0.32
H 3.7754 -1.4135 3.0974 0.31
H 5.8001 0.0144 2.9393 0.36
H 5.5516 2.4847 2.6021 0.33
H 3.2903 3.4574 2.1950 0.37
H 1.2755 2.0039 2.3250 0.42
```

Results
- Kohn-Sham gap (spin up / spin down): 3.78 / 4.01 eV
- Maximum force: 4.899 eV/A
- HOMO level (spin up / spin down): -0.1302 / -0.1390 Eh
- Total charge: 0
- Lowest unoccupied orbital energy (spin up / spin down): 0.0087 / 0.0085 hartree

---

Here is a structure of composition C33H49AlClN6O5 at a distorted geometry from the Open Molecules 2025 dataset. Energies are from the ωB97M-V functional and the def2-TZVPD basis.

XYZ file:
```
95
Properties=species:S:1:pos:R:3:mulliken_charge:R:1
C -1.3174 1.0020 -1.4485 -0.73
C -1.9266 -0.2821 -1.9530 -0.45
C -1.4738 -1.5226 -1.1540 -0.21
O -0.1927 -1.3654 -0.6132 0.33
Al 1.1273 -1.9997 -1.6490 -1.47
C 2.8517 -1.7602 -0.5993 -0.89
O 2.7845 -0.4383 0.0395 -0.19
O 2.1034 -0.6429 1.2833 -0.32
C 0.8744 -3.9844 -2.0368 -0.38
O 1.4892 -4.4634 -3.2517 -0.54
C 2.8759 -4.3329 -3.2220 0.26
C 3.5854 -5.2880 -2.2450 -1.27
C 1.3178 -0.9878 -3.4251 -0.25
C 1.8631 0.3622 -3.3535 0.30
O 1.2726 1.4260 -3.5001 -0.59
Cl 3.6554 0.4720 -3.0140 -0.25
H -0.2407 0.9729 -1.4301 -0.11
H -1.6458 1.2402 -0.4438 0.37
H -1.6189 1.8118 -2.1042 0.26
H -3.0013 -0.2088 -1.8305 0.53
H -1.7214 -0.4312 -3.0064 0.06
H -2.1802 -1.6414 -0.3345 0.39
H -1.5685 -2.3986 -1.7990 -0.14
H 2.9786 -2.4863 0.1974 0.76
H 3.7451 -1.7464 -1.2128 0.59
H 1.3711 -0.0232 1.2219 0.21
H -0.1898 -4.1661 -2.1739 0.13
H 1.1482 -4.6104 -1.1878 0.41
H 3.1914 -3.3121 -3.0004 -0.21
H 3.2203 -4.5471 -4.2264 0.49
H 4.1898 -4.7231 -1.5489 0.29
H 4.2826 -5.9055 -2.7958 0.35
H 2.8951 -5.9271 -1.7177 0.33
H 0.3299 -0.8699 -3.8551 0.21
H 1.9201 -1.5475 -4.1327 0.68
N -3.0525 -1.4603 4.3594 0.07
C -2.3698 -2.0865 3.3489 -1.04
C -1.6516 -1.1391 2.6722 0.02
C -1.9085 0.1099 3.3012 -0.46
C -2.7735 -0.1213 4.3369 -0.56
H -3.6608 -1.9131 5.0135 0.18
H -2.4537 -3.1488 3.1991 0.40
H -1.0111 -1.3163 1.8192 0.69
H -1.5015 1.0681 3.0231 0.50
H -3.2123 0.5480 5.0565 0.18
N -3.0239 2.5691 7.3926 0.03
C -2.1777 3.2207 8.2455 -0.48
C -2.5329 2.8867 9.5246 -0.40
C -3.6370 1.9952 9.4383 -0.42
C -3.9143 1.8188 8.1095 -0.42
H -2.9953 2.6318 6.3923 0.20
H -1.3986 3.8612 7.8709 0.37
H -2.0543 3.2396 10.4222 0.38
H -4.1645 1.5362 10.2572 0.39
H -4.6649 1.2264 7.6154 0.36
N -2.8535 -2.3511 -5.0666 0.03
C -3.4179 -3.4764 -4.5367 -0.36
C -4.7372 -3.4958 -4.9036 -0.55
C -4.9753 -2.3334 -5.6876 -0.47
C -3.7921 -1.6488 -5.7689 -0.45
H -1.8941 -2.0798 -4.9511 0.24
H -2.8347 -4.1623 -3.9467 0.38
H -5.4521 -4.2565 -4.6389 0.41
H -5.9071 -2.0344 -6.1373 0.40
H -3.5396 -0.7265 -6.2624 0.38
N -2.1423 4.8719 -3.0487 0.09
C -3.2615 4.8134 -2.2672 -0.37
C -4.1002 5.8235 -2.6567 -0.51
C -3.4606 6.5165 -3.7204 -0.42
C -2.2560 5.9029 -3.9383 -0.49
H -1.3571 4.2491 -2.9805 0.18
H -3.3650 4.0600 -1.5055 0.38
H -5.0646 6.0399 -2.2293 0.38
H -3.8415 7.3655 -4.2626 0.38
H -1.4733 6.1110 -4.6469 0.38
N 2.0404 2.9801 0.9346 0.12
C 0.8548 3.5516 1.3003 -0.36
C 1.1291 4.5542 2.1930 -0.66
C 2.5394 4.5864 2.3692 -0.48
C 3.0707 3.6022 1.5776 -0.47
H 2.1407 2.2135 0.2895 0.18
H -0.0780 3.1985 0.8946 0.44
H 0.4017 5.1928 2.6655 0.41
H 3.0983 5.2538 3.0033 0.39
H 4.0887 3.2925 1.4187 0.42
N 5.7132 -1.2825 0.8817 0.15
C 6.8776 -1.1407 0.1856 -0.52
C 7.7880 -2.0298 0.6973 -0.48
C 7.1385 -2.7377 1.7445 -0.63
C 5.8586 -2.2519 1.8286 -0.35
H 4.8651 -0.7588 0.7144 0.23
H 6.9594 -0.4244 -0.6137 0.40
H 8.8019 -2.1598 0.3571 0.40
H 7.5594 -3.5146 2.3608 0.41
H 5.0414 -2.5150 2.4776 0.43
```

Results
- Kohn-Sham gap: 7.44 eV
- Maximum force: 2.720 eV/A
- HOMO level: -0.1949 Eh
- Total charge: -1
- Lowest unoccupied orbital energy: 0.0784 hartree

---

- Which of these has the highest maximum force?
  C33H49AlCl3N2O3PSi

---

- The highest maximum force belongs to which entry?
  C33H49AlCl3N2O3PSi